A cluster of 9 separate species, C32H54O27 in total at a distorted geometry, computed with the ωB97M-V functional and the def2-TZVPD basis.

Geometry as XYZ:
```
113
Properties=species:S:1:pos:R:3:mulliken_charge:R:1
C 21.46859 0.17270 -14.31093 -1.2513
C 22.21326 1.40569 -13.82118 1.5709
C 22.43470 2.48193 -14.87312 0.1151
O 21.52530 3.55052 -14.54130 -0.2918
C 20.86654 3.27005 -13.40270 0.3345
O 20.09140 3.95166 -12.80571 -0.5463
O 21.18408 2.04419 -13.00427 -0.2422
H 20.51967 0.33076 -14.82537 0.4843
H 21.25132 -0.47152 -13.45739 -0.3497
H 22.00230 -0.53405 -14.95830 0.5816
H 23.09694 1.00764 -13.32554 -0.9713
H 22.23280 2.03132 -15.84265 0.2145
H 23.41435 2.94949 -14.79767 0.3065
C 25.44551 0.99558 -18.20613 -1.5058
C 25.95634 0.24341 -17.00304 0.4799
C 27.35858 0.63918 -16.48790 -0.5778
O 27.14894 0.73046 -15.09212 -0.4185
C 25.85797 0.84560 -14.78121 0.6025
O 25.45832 1.09305 -13.68550 -0.4925
O 25.13865 0.64103 -15.89611 -0.1255
H 26.06529 0.82482 -19.08891 0.4389
H 25.59011 2.06158 -18.01636 0.3556
H 24.40816 0.75022 -18.41252 0.3517
H 25.93937 -0.84567 -17.09497 0.2698
H 27.63387 1.63393 -16.86646 0.2899
H 28.25739 0.05677 -16.67596 0.3171
C 23.83365 5.76783 -13.58937 -0.9008
C 23.30105 7.19212 -13.60814 0.2861
C 24.15147 8.23896 -12.86576 -0.3576
O 24.39119 9.22854 -13.87403 -0.3817
C 23.92962 8.82014 -15.07160 0.5207
O 24.09464 9.40258 -16.09171 -0.5184
O 23.33766 7.61636 -14.95068 -0.1527
H 23.82778 5.36025 -12.57365 0.4476
H 24.84476 5.73630 -13.99248 0.4628
H 23.10716 5.15765 -14.12458 -0.3310
H 22.26109 7.16660 -13.26695 0.2379
H 25.11367 7.81177 -12.57955 0.2522
H 23.63470 8.60500 -11.98282 0.3298
C 23.47767 -0.37243 -9.28311 -1.6537
C 23.33242 -0.47336 -10.79650 1.3720
C 24.67853 -1.02609 -11.32885 -0.5164
O 24.27708 -2.05750 -12.19958 -0.3391
C 23.01369 -2.38826 -11.95979 0.5772
O 22.45868 -3.34869 -12.36571 -0.5906
O 22.35898 -1.45659 -11.20271 -0.2919
H 24.39981 0.10724 -8.94804 0.4234
H 23.32559 -1.26943 -8.68425 0.4212
H 22.72994 0.32895 -8.89594 0.2714
H 23.29394 0.55010 -11.16766 -0.1763
H 25.30538 -1.43391 -10.52879 0.3117
H 25.35360 -0.35676 -11.86042 0.2751
C 18.47323 0.85592 -12.11193 -1.3375
C 19.39149 0.09098 -11.16475 1.4574
C 20.27209 0.97257 -10.26481 0.4866
O 20.20282 0.33905 -8.99794 -0.4024
C 19.09141 -0.43719 -8.93115 0.5121
O 18.65629 -0.94623 -7.95632 -0.5410
O 18.58288 -0.53309 -10.17048 -0.5190
H 18.83713 0.83526 -13.13156 0.0925
H 18.33594 1.86443 -11.72332 0.3094
H 17.47614 0.41679 -12.06183 0.5500
H 19.98038 -0.70323 -11.62237 -0.3156
H 20.03564 2.03559 -10.33949 0.4144
H 21.28941 0.93910 -10.64070 -0.7042
C 22.51274 6.59241 -17.70776 -0.1763
O 21.15919 6.17493 -17.50696 0.0097
C 20.27547 6.44650 -18.45394 0.6388
O 20.43500 6.97155 -19.51615 -0.5489
O 19.06262 5.94260 -18.14710 -0.4077
C 18.81650 5.11426 -17.03839 -0.4962
H 23.03511 5.90298 -18.36964 0.0421
H 22.97351 6.41866 -16.74327 -0.1701
H 22.58894 7.64865 -17.94493 0.3817
H 18.55879 5.62150 -16.10054 0.2839
H 19.58651 4.39214 -16.76936 0.1078
H 17.87527 4.62610 -17.30000 0.3640
C 19.81675 -3.17244 -14.59297 -0.4920
O 19.02563 -4.30252 -14.33413 -0.2818
C 18.35080 -4.87896 -15.32151 0.7443
O 18.35797 -4.45320 -16.45124 -0.5771
O 17.69235 -5.91111 -14.85818 -0.3314
C 16.79848 -6.61563 -15.71955 -0.6600
H 20.50755 -2.96738 -13.77483 0.1396
H 19.19550 -2.27085 -14.56346 0.2582
H 20.38631 -3.27566 -15.51361 0.3570
H 16.17611 -6.01118 -16.37306 0.3152
H 16.20610 -7.17905 -15.00147 0.2376
H 17.37029 -7.33401 -16.30788 0.2967
C 24.25040 5.29373 -22.76894 -0.7891
O 23.66116 4.61952 -21.67034 -0.3202
C 22.37886 4.89078 -21.38196 0.7930
O 21.74959 5.76610 -21.86686 -0.5065
O 21.97383 4.17295 -20.33240 -0.3131
C 22.75825 3.15668 -19.73663 -0.7270
H 24.31880 4.69315 -23.67246 0.2838
H 25.29402 5.40894 -22.44730 0.2731
H 23.95144 6.32964 -22.90689 0.3393
H 22.02856 2.45679 -19.32699 0.3156
H 23.35585 3.57781 -18.92733 0.2637
H 23.36783 2.61051 -20.45574 0.4380
C 13.88866 7.30113 -12.34676 -0.5763
O 14.86413 7.78316 -11.41658 -0.3459
C 16.15332 7.48058 -11.49748 0.7793
O 16.97378 7.95185 -10.76571 -0.5602
O 16.40003 6.63658 -12.48404 -0.3208
C 17.65319 6.07127 -12.74518 -0.5832
H 14.12561 6.29400 -12.66857 0.2922
H 13.80896 8.06901 -13.11792 0.2606
H 12.91270 7.35741 -11.86657 0.2383
H 18.39220 6.81786 -13.04533 0.2852
H 17.54926 5.40481 -13.60100 0.1888
H 18.09870 5.46200 -11.95894 0.3341
```

Its LUMO energy is -0.224 eV. The max |F| comes out at 3.00 eV/Å. The calculation puts the orbital gap at 10.19 eV. The relative energy (zero: lowest compared OMol25 entry of this formula, charge and spin) comes out at 31.9 kcal per mole. Its total charge is 0.